1.
Density functional theory data (ωB97M-V/def2-TZVPD) for a single H2N2O4S molecule at a distorted geometry.

Positions of all 9 atoms, in Å:
N: -0.5217 -0.1484 -0.0264
N: 0.5711 0.4243 -0.2844
O: -0.6869 -1.2336 0.5430
O: -2.8910 -0.2360 -0.1208
O: 2.9207 0.7059 -0.4493
O: -1.8041 0.6107 -0.3819
S: 1.9757 -0.4582 0.1300
H: -2.6157 -1.0331 0.4567
H: 3.0520 1.3684 0.1331

**Total charge**: 0
**Multiplicity**: 1
**Calculated total energy**: -809.5873 a.u.
**LUMO energy**: 0.0093 Eh
**HOMO level**: -9.36 eV
**Molar mass**: 126.09 g/mol
**Gap between HOMO and LUMO**: 0.35338 Eh
**Energy above the lowest of the compared OMol25 structures with the same formula, charge and spin**: 501.51 kJ/mol

These are the Löwdin partial charges, in e, on atoms 1 to 5: number 1, N, carries -0.355; number 2, N, carries -0.180; number 3, O, carries -0.040; number 4, O, carries -0.042; number 5, O, carries -0.401

---

2.
Density functional theory data (ωB97M-V/def2-TZVPD) for 4 unconnected molecules or ions with the total composition C5H16O6 at a distorted geometry.

Positions of all 27 atoms, in Å:
O: 1.1186 -0.2538 -2.3607
C: 0.6408 -1.1893 -1.6084
O: 0.8530 -2.5133 -2.1036
C: 0.4831 -1.2463 -0.1413
C: -0.8287 -1.8079 0.4046
C: -2.0733 -0.9422 0.1864
C: -2.0420 0.4228 -0.4721
O: -1.9902 1.4875 0.5025
H: 0.7761 -2.5258 -3.0544
H: 0.7334 -0.2663 0.2624
H: 1.3043 -1.8830 0.2727
H: -0.9513 -2.8088 -0.0118
H: -0.6335 -1.9938 1.4584
H: -2.6253 -0.8189 1.1231
H: -2.7958 -1.5421 -0.3862
H: -2.9421 0.6378 -1.0470
H: -1.2492 0.6136 -1.2002
H: -1.2669 1.3422 1.1173
H: 1.5311 2.7893 -2.1983
H: 1.6207 1.2445 -1.7458
O: 1.6032 2.1966 -1.4563
H: 2.0320 2.7669 1.1402
H: 1.0611 1.9676 0.4063
O: 1.1075 2.4997 1.2320
H: 1.2394 0.9594 2.5752
H: 1.6767 0.6203 3.9938
O: 1.6168 0.2433 3.1111

**Total charge**: -1
**Multiplicity**: 2
**Calculated total energy**: -651.5319 a.u.
**LUMO energy (alpha / beta)**: 0.1220 / 0.1200 Eh
**HOMO level (alpha / beta)**: -0.30 / -4.91 eV
**Molar mass**: 172.18 g/mol
**Gap between HOMO and LUMO (alpha / beta)**: 0.13281 / 0.30058 Eh

These are the Löwdin partial charges, in e, on atoms 1 to 5: number 1, O, carries -0.161; number 2, C, carries -0.578; number 3, O, carries -0.050; number 4, C, carries -0.195; number 5, C, carries -0.203

---

3.
Density functional theory data (ωB97M-V/def2-TZVPD) for 2 unconnected molecules or ions with the total composition C8H15NO2 at a distorted geometry.

Positions of all 26 atoms, in Å:
C: 1.1815 0.9855 1.2693
C: 2.4582 0.9783 0.4524
C: 3.8365 -1.5210 -0.0556
C: -2.4788 -2.8400 0.0718
C: -2.7734 -0.5533 0.4405
C: -2.3458 0.7599 -0.0615
C: -1.8613 1.8211 -0.3414
C: -1.3710 3.1912 -0.5428
H: 0.3397 1.3720 0.6834
H: 0.9371 -0.0140 1.6325
H: 1.3004 1.6487 2.1549
H: 3.3040 0.6451 1.0842
H: 2.6533 1.9829 0.0695
H: 4.4079 -2.4313 -0.4045
H: 4.5806 -0.6973 -0.1727
H: -1.7235 -3.4892 -0.4219
H: -3.4754 -3.2273 -0.1504
H: -2.3104 -2.9101 1.1629
H: -2.2968 -0.6789 1.4223
H: -3.8528 -0.5590 0.5794
H: -1.9695 3.6799 -1.3084
H: -1.4766 3.7672 0.3725
H: -0.3424 3.1908 -0.8668
N: 2.7378 -1.1960 -0.5389
O: 2.4167 0.1990 -0.7350
O: -2.3061 -1.5538 -0.4476

**Total charge**: 0
**Multiplicity**: 1
**SMILES**: CC#CCOC.C=NOCC
**Calculated total energy**: -518.8364 a.u.
**LUMO energy**: 0.0334 Eh
**HOMO level**: -9.31 eV
**Molar mass**: 157.21 g/mol
**Gap between HOMO and LUMO**: 0.37539 Eh
**Energy above the lowest of the compared OMol25 structures with the same formula, charge and spin**: 693.01 kJ/mol

These are the Löwdin partial charges, in e, on atoms 1 to 5: number 1, C, carries -0.070; number 2, C, carries -0.294; number 3, C, carries -0.076; number 4, C, carries -0.131; number 5, C, carries -0.239

---

4.
Density functional theory data (ωB97M-V/def2-TZVPD) for 3 unconnected molecules or ions with the total composition C4H9NO2 at a distorted geometry.

Positions of all 16 atoms, in Å:
C: 1.5005 -0.1094 -1.2225
C: 1.3760 0.8025 -0.0129
N: 0.0713 1.0301 0.3173
C: -0.8345 0.2361 -0.7559
C: 0.2478 -0.2481 -1.7273
H: 2.4907 -0.5958 -1.5326
H: 2.2193 1.5006 0.2352
H: -0.3994 1.8567 0.4692
H: -1.9086 0.2768 -1.0415
H: 0.3403 -0.9118 -2.5131
H: 0.2946 -2.2543 -0.3115
H: -0.9692 -2.0990 0.3545
O: -0.3443 -2.8052 0.1645
H: -0.9646 2.1482 2.3645
H: -1.0000 0.9588 1.6362
O: -1.4485 1.2830 2.3892

**Total charge**: +1
**Multiplicity**: 2
**Calculated total energy**: -362.5903 a.u.
**LUMO energy (alpha / beta)**: -0.2321 / -0.3009 Eh
**HOMO level (alpha / beta)**: -15.26 / -15.25 eV
**Molar mass**: 103.12 g/mol
**Gap between HOMO and LUMO (alpha / beta)**: 0.32863 / 0.25957 Eh
**Energy above the lowest of the compared OMol25 structures with the same formula, charge and spin**: 445.44 kJ/mol

These are the Löwdin partial charges, in e, on atoms 1 to 5: number 1, C, carries 0.003; number 2, C, carries 0.088; number 3, N, carries 0.058; number 4, C, carries 0.198; number 5, C, carries -0.028

---

5.
Density functional theory data (ωB97M-V/def2-TZVPD) for a molecular structure, ClPd2.

Positions of all 3 atoms, in Å:
Pd: 0.6710 -0.1559 2.3158
Pd: -0.3175 -0.5529 -2.3214
Cl: -0.3535 0.7088 0.0056

**Total charge**: +3
**Multiplicity**: 5
**Calculated total energy**: -714.3007 a.u.
**LUMO energy (alpha / beta)**: -0.6004 / -0.7381 Eh
**HOMO level (alpha / beta)**: -27.18 / -26.77 eV
**Molar mass**: 248.29 g/mol
**Gap between HOMO and LUMO (alpha / beta)**: 0.39845 / 0.24562 Eh
**Energy above the lowest of the compared OMol25 structures with the same formula, charge and spin**: 12.30 kJ/mol

Formally, the Löwdin partial charges of the atoms, in units of the elementary charge, are as follows: number 1, Pd, carries 1.379; number 2, Pd, carries 1.376; number 3, Cl, carries 0.245

---

Q: Look up the total charge of the third one.
A: 0